{
  "formula": "C11H14N6OSeTl",
  "method": "ωB97M-V with the def2-TZVPD basis set",
  "homo_lumo_gap_ev": 4.54,
  "de_lowest_kj_mol": 69.3,
  "total_charge": -1,
  "total_energy_ev": -92662.14123,
  "symbols": ["Tl", "N", "C", "N", "C", "N", "N", "C", "N", "C", "C", "C", "C", "C", "N", "H", "H", "H", "H", "H", "H", "H", "H", "C", "O", "C", "C", "H", "H", "H", "H", "H", "H", "Se"],
  "positions_angstrom": [[1.32810, -1.64544, 0.19836], [-0.36904, -2.71538, -2.78721], [-0.35689, -1.39700, -2.88041], [-0.58671, -0.81733, -4.07362], [-0.63891, 0.50515, -4.06002], [-0.77797, 1.13831, -5.26098], [-0.55528, 1.28344, -2.97880], [-0.26809, 0.62581, -1.85011], [-0.09210, -0.68381, -1.76341], [-0.18985, 1.38954, -0.60897], [-0.64788, 2.71042, -0.56383], [-0.67769, 3.37699, 0.64121], [-0.21001, 2.71377, 1.77623], [0.26385, 1.42485, 1.62901], [0.27167, 0.76117, 0.48392], [-0.69960, -3.24552, -3.57556], [-0.45965, -3.12393, -1.84282], [-1.08768, 0.56614, -6.02803], [-1.09912, 2.09150, -5.22537], [-0.99520, 3.15845, -1.48081], [-1.06547, 4.38426, 0.71435], [-0.22390, 3.17919, 2.75073], [0.62901, 0.86598, 2.48050], [2.70401, -0.99651, 3.73936], [1.32010, -1.25178, 3.89493], [0.57705, -1.30278, 2.80166], [-0.82451, -1.58569, 3.10019], [2.92351, -0.01014, 4.15895], [2.98765, -1.02459, 2.68181], [3.26090, -1.75348, 4.29204], [-1.04816, -2.49620, 2.52076], [-1.46040, -0.83794, 2.63209], [-1.06947, -1.72045, 4.15596], [-0.86226, -3.56697, 0.32788]],
  "atomic_forces_ev_per_a": [[0.005, -1.383, 0.070], [0.099, 0.169, -0.365], [0.042, 0.153, -0.392], [-0.128, 0.065, -0.295], [0.074, -0.393, 0.240], [-0.069, 0.150, -0.207], [0.027, 0.462, 0.313], [-0.108, -1.295, -1.330], [-0.259, 0.747, 0.210], [0.119, 0.699, 1.199], [0.035, -0.254, -0.245], [0.175, -0.192, 0.443], [-0.135, 0.279, -0.358], [0.027, 0.040, 0.164], [-0.578, 0.488, -0.602], [0.051, 0.142, -0.049], [-0.061, -0.311, 0.664], [-0.004, 0.017, 0.060], [0.038, -0.093, 0.013], [-0.031, 0.053, -0.052], [0.004, 0.036, -0.045], [0.011, 0.033, 0.050], [0.091, 0.112, 0.037], [0.604, 0.141, -0.318], [-1.026, -0.290, -0.073], [0.475, 0.007, 0.402], [0.127, 0.010, 0.691], [-0.034, -0.096, -0.017], [-0.130, 0.009, 0.142], [-0.083, 0.008, 0.009], [-0.047, -0.166, -0.252], [-0.046, 0.095, -0.152], [0.023, 0.110, 0.160], [0.711, 0.449, -0.114]],
  "lowdin_charge": [0.299, 0.147, -0.458, 0.164, -0.478, 0.125, 0.154, -0.299, 0.064, -0.197, -0.013, -0.069, -0.053, -0.144, 0.053, 0.102, -0.153, 0.086, 0.086, 0.099, 0.100, 0.099, 0.082, -0.087, -0.140, -0.292, -0.160, 0.087, 0.042, 0.088, -0.083, 0.079, 0.075, -0.403]
}